No. 1
Density functional theory data (ωB97M-V/def2-TZVPD) for C25H28N4O4PTi as an isolated structure.

Results
multiplicity = 2
<S²> = 0.75
net charge = +2
energy above the lowest of the compared OMol25 structures with the same formula, charge and spin = 0.000 eV
orbital gap (spin up / spin down) = 8.37 / 8.64 eV
LUMO (spin up / spin down) = -0.204 / -0.193 hartree
highest occupied orbital energy (spin up / spin down) = -13.93 / -13.89 eV

Geometry (Å):
Ti (0.61, 0.16, -0.63)
N (-0.78, -1.31, 0.30)
C (-1.60, -0.68, 1.37)
C (-1.94, -1.65, 2.51)
C (-3.38, -1.61, 3.07)
C (-3.57, -0.91, 4.42)
N (-3.35, 0.53, 4.34)
C (-4.15, 1.50, 4.71)
N (-5.33, 1.28, 5.30)
N (-3.78, 2.76, 4.48)
C (-0.88, 0.61, 1.80)
O (-1.12, 1.17, 2.84)
O (-0.02, 1.06, 0.92)
H (-1.37, -1.78, -0.38)
H (-0.18, -2.04, 0.70)
H (-2.52, -0.34, 0.90)
H (-1.21, -1.54, 3.32)
H (-1.79, -2.65, 2.11)
H (-3.71, -2.64, 3.23)
H (-4.07, -1.18, 2.34)
H (-2.88, -1.33, 5.15)
H (-4.57, -1.12, 4.78)
H (-2.48, 0.80, 3.87)
H (-5.62, 0.36, 5.56)
H (-5.89, 2.05, 5.63)
H (-2.88, 2.96, 4.07)
H (-4.33, 3.54, 4.79)
O (1.41, 0.79, -2.34)
C (1.63, -0.46, -2.58)
O (0.73, -1.26, -2.19)
C (3.00, -0.95, -2.86)
C (3.52, -1.25, -4.10)
C (4.80, -1.78, -4.17)
C (5.54, -2.02, -3.02)
C (5.01, -1.72, -1.77)
C (3.73, -1.16, -1.68)
P (2.97, -0.74, -0.08)
C (3.97, 0.52, 0.72)
C (3.56, 0.97, 1.98)
C (4.28, 1.97, 2.62)
C (5.39, 2.53, 2.01)
C (5.79, 2.10, 0.75)
C (5.08, 1.10, 0.10)
C (2.99, -2.25, 0.90)
C (3.76, -2.39, 2.06)
C (3.73, -3.59, 2.76)
C (2.94, -4.64, 2.31)
C (2.18, -4.51, 1.16)
C (2.20, -3.31, 0.45)
H (2.94, -1.08, -5.00)
H (5.23, -2.02, -5.14)
H (6.53, -2.44, -3.09)
H (5.58, -1.91, -0.88)
H (2.69, 0.54, 2.46)
H (3.96, 2.31, 3.60)
H (5.94, 3.31, 2.51)
H (6.65, 2.55, 0.27)
H (5.40, 0.78, -0.88)
H (4.39, -1.58, 2.40)
H (4.33, -3.70, 3.65)
H (2.93, -5.58, 2.86)
H (1.59, -5.34, 0.79)
H (1.65, -3.22, -0.48)


No. 2
Density functional theory data (ωB97M-V/def2-TZVPD) for C25H28N5PdSe as an isolated structure.

Results
net charge = +1
orbital gap = 6.37 eV
LUMO = -0.128 hartree
highest occupied orbital energy = -9.84 eV

Geometry (Å):
Pd (-0.07, -0.63, -0.87)
C (-1.96, 2.88, 0.80)
C (-2.34, 2.40, 2.03)
C (-2.30, 1.03, 2.26)
C (-1.88, 0.20, 1.25)
N (-1.52, 0.67, 0.04)
C (-1.55, 1.98, -0.18)
C (-1.70, -1.26, 1.45)
C (-2.40, -2.05, 2.34)
C (-2.06, -3.38, 2.44)
C (-1.04, -3.91, 1.65)
C (-0.41, -3.07, 0.76)
N (-0.74, -1.78, 0.69)
C (0.70, -3.47, -0.17)
C (1.10, -4.78, -0.35)
C (2.19, -5.03, -1.17)
C (2.84, -3.97, -1.78)
C (2.36, -2.69, -1.58)
N (1.31, -2.45, -0.80)
H (-1.96, 3.94, 0.58)
H (-2.65, 3.08, 2.81)
H (-2.57, 0.62, 3.23)
H (-1.26, 2.31, -1.17)
H (-3.20, -1.63, 2.93)
H (-2.59, -4.03, 3.13)
H (-0.76, -4.95, 1.74)
H (0.57, -5.59, 0.13)
H (2.52, -6.05, -1.33)
H (3.71, -4.13, -2.41)
H (2.80, -1.83, -2.06)
Se (0.53, 0.53, -2.85)
C (-1.20, 0.54, -3.68)
C (-2.11, -0.49, -3.51)
C (-3.38, -0.42, -4.09)
C (-3.72, 0.67, -4.87)
C (-2.80, 1.70, -5.07)
C (-1.55, 1.64, -4.47)
H (-1.84, -1.37, -2.95)
H (-4.08, -1.23, -3.95)
H (-4.70, 0.73, -5.33)
H (-3.06, 2.55, -5.69)
H (-0.85, 2.45, -4.61)
C (1.98, 1.84, 3.37)
C (2.37, 2.45, 2.03)
C (3.84, 2.17, 1.74)
C (2.12, 3.95, 2.05)
N (1.46, 1.93, 0.98)
N (1.67, 0.59, 0.55)
H (2.60, 2.24, 4.17)
H (2.11, 0.76, 3.38)
H (0.93, 2.07, 3.59)
H (4.48, 2.67, 2.47)
H (4.13, 2.54, 0.75)
H (4.08, 1.11, 1.79)
H (2.73, 4.43, 2.81)
H (1.07, 4.16, 2.26)
H (2.37, 4.40, 1.08)
H (1.53, 2.51, 0.15)
H (1.58, -0.03, 1.34)
H (2.59, 0.43, 0.16)


No. 3
Density functional theory data (ωB97M-V/def2-TZVPD) for a 2-piece molecular cluster, C25H29BF2N overall in a non-equilibrium geometry.

Results
net charge = +1
energy above the lowest of the compared OMol25 structures with the same formula, charge and spin = 0.077 eV
orbital gap = 5.66 eV
LUMO = -0.217 hartree
highest occupied orbital energy = -11.56 eV

Geometry (Å):
F (-3.74, 0.23, 3.42)
C (-3.70, 0.24, 4.78)
C (-4.83, -0.06, 5.52)
C (-4.79, -0.06, 6.90)
C (-3.63, 0.27, 7.55)
C (-2.46, 0.58, 6.83)
C (-1.26, 0.88, 7.54)
C (-0.03, 1.04, 6.96)
C (1.11, 1.31, 7.69)
C (2.40, 1.55, 7.14)
C (2.64, 1.60, 5.76)
C (3.90, 1.87, 5.26)
F (4.09, 1.93, 3.92)
C (4.95, 2.09, 6.13)
C (4.74, 2.03, 7.49)
C (3.49, 1.76, 8.00)
C (-2.53, 0.55, 5.43)
H (-5.74, -0.31, 4.99)
H (-5.67, -0.32, 7.46)
H (-3.59, 0.27, 8.63)
H (-1.33, 0.98, 8.61)
H (0.06, 0.93, 5.89)
H (1.01, 1.38, 8.76)
H (1.85, 1.44, 5.05)
H (5.92, 2.32, 5.72)
H (5.57, 2.21, 8.16)
H (3.34, 1.71, 9.06)
H (-1.66, 0.76, 4.83)
C (1.73, -2.39, 11.20)
C (0.82, -2.76, 10.04)
N (-0.58, -3.15, 10.46)
C (-1.35, -3.48, 9.19)
C (-2.80, -3.86, 9.43)
C (-0.63, -4.21, 11.46)
C (-0.08, -5.45, 11.17)
C (-0.10, -6.47, 12.09)
C (-0.68, -6.27, 13.33)
C (-1.23, -5.04, 13.64)
C (-1.20, -4.02, 12.71)
B (-1.22, -1.80, 10.95)
H (-1.16, -0.98, 10.11)
H (2.76, -2.24, 10.87)
H (1.41, -1.47, 11.68)
H (1.74, -3.17, 11.96)
H (0.76, -1.94, 9.32)
H (1.25, -3.61, 9.49)
H (-1.29, -2.63, 8.51)
H (-0.83, -4.30, 8.69)
H (-3.27, -4.22, 8.51)
H (-2.88, -4.66, 10.17)
H (-3.39, -3.02, 9.79)
H (0.36, -5.61, 10.20)
H (0.33, -7.42, 11.84)
H (-0.69, -7.07, 14.05)
H (-1.67, -4.88, 14.60)
H (-1.64, -3.07, 12.97)
H (-2.36, -1.92, 11.24)
H (-0.67, -1.38, 11.90)


No. 4
Density functional theory data (ωB97M-V/def2-TZVPD) for C25H29BiBrN8O11S as an isolated structure in a non-equilibrium geometry.

Results
net charge = +1
energy above the lowest of the compared OMol25 structures with the same formula, charge and spin = 1.300 eV
orbital gap = 6.98 eV
LUMO = -0.154 hartree
highest occupied orbital energy = -11.18 eV

Geometry (Å):
Bi (-0.23, 1.07, -0.01)
C (2.63, 1.91, -3.45)
C (1.82, 2.05, -2.23)
N (0.71, 1.36, -2.09)
N (0.12, 0.76, -3.10)
C (-1.25, 0.91, -3.04)
N (-1.96, 0.46, -4.09)
S (-2.14, 1.67, -1.81)
C (2.15, 2.98, -1.17)
C (3.35, 3.76, -0.98)
C (3.41, 4.72, 0.00)
C (2.31, 4.84, 0.88)
C (1.26, 3.95, 0.80)
N (1.16, 3.09, -0.22)
H (2.09, 1.34, -4.17)
H (2.90, 2.89, -3.85)
H (3.58, 1.40, -3.16)
H (-1.43, -0.09, -4.76)
H (-2.96, 0.23, -4.05)
H (4.10, 3.71, -1.83)
H (4.28, 5.33, 0.14)
H (2.34, 5.61, 1.66)
H (0.50, 3.91, 1.57)
C (-1.65, -3.68, -3.25)
O (-1.80, -2.52, -2.45)
C (-3.01, -2.61, -1.68)
C (-3.22, -1.46, -0.76)
O (-2.11, -1.24, 0.14)
C (-2.49, -1.59, 1.46)
C (-1.47, -2.24, 2.33)
O (-0.28, -1.53, 2.15)
C (0.74, -1.99, 3.06)
H (-1.89, -4.62, -2.73)
H (-2.13, -3.47, -4.19)
H (-0.56, -3.69, -3.48)
H (-3.90, -2.62, -2.38)
H (-3.02, -3.62, -1.17)
H (-3.31, -0.49, -1.26)
H (-4.16, -1.56, -0.15)
H (-2.84, -0.67, 2.01)
H (-3.26, -2.37, 1.46)
H (-1.93, -2.13, 3.36)
H (-1.41, -3.31, 2.13)
H (0.99, -3.10, 2.95)
H (1.67, -1.44, 2.81)
H (0.55, -1.81, 4.14)
O (-5.83, 3.17, 3.49)
C (-4.60, 3.32, 2.94)
C (-4.43, 3.85, 1.64)
C (-3.14, 3.96, 1.19)
N (-2.06, 3.48, 1.85)
C (-2.28, 2.85, 3.00)
Br (-0.74, 1.93, 3.65)
C (-3.51, 2.79, 3.66)
H (-6.54, 3.41, 2.89)
H (-5.25, 4.35, 1.07)
H (-3.00, 4.39, 0.18)
H (-3.60, 2.47, 4.70)
O (6.70, -3.14, 0.45)
N (5.64, -3.76, 0.16)
O (5.60, -4.96, -0.20)
C (4.35, -3.09, 0.34)
C (3.18, -3.84, 0.20)
C (2.01, -3.13, 0.08)
C (1.84, -1.68, -0.18)
O (0.93, -1.01, -0.79)
C (3.09, -1.12, 0.36)
C (4.36, -1.70, 0.48)
N (3.03, 0.24, 0.63)
O (1.89, 0.71, 0.99)
O (4.04, 0.94, 0.53)
N (0.78, -3.92, 0.13)
O (0.82, -4.95, 0.86)
O (-0.18, -3.59, -0.57)
H (3.37, -4.92, 0.13)
H (5.29, -1.15, 0.57)


No. 5
Density functional theory data (ωB97M-V/def2-TZVPD) for C25H29Cl3MoN7O5 as an isolated structure in a non-equilibrium geometry.

Results
multiplicity = 3
<S²> = 2.04
net charge = +1
energy above the lowest of the compared OMol25 structures with the same formula, charge and spin = 33.350 eV
orbital gap (spin up / spin down) = 5.87 / 4.76 eV
LUMO (spin up / spin down) = -0.143 / -0.168 hartree
highest occupied orbital energy (spin up / spin down) = -9.75 / -9.34 eV

Geometry (Å):
Mo (1.60, 0.03, -0.37)
O (2.58, 4.20, -0.18)
C (1.88, 3.22, -0.35)
N (2.30, 1.93, -0.10)
C (3.64, 1.89, 0.50)
C (3.59, 0.91, 1.63)
C (4.38, 0.99, 2.76)
C (4.15, 0.11, 3.81)
C (3.11, -0.81, 3.70)
C (2.38, -0.84, 2.54)
N (2.62, -0.02, 1.51)
C (0.46, 3.40, -0.81)
C (0.00, 4.69, -0.99)
C (-1.34, 4.89, -1.31)
C (-2.16, 3.78, -1.40)
C (-1.61, 2.53, -1.20)
N (-0.32, 2.33, -0.94)
H (4.38, 1.59, -0.24)
H (3.91, 2.89, 0.85)
H (5.14, 1.75, 2.83)
H (4.75, 0.16, 4.71)
H (2.86, -1.47, 4.51)
H (1.55, -1.53, 2.41)
H (0.69, 5.51, -0.87)
H (-1.72, 5.88, -1.48)
H (-3.22, 3.88, -1.61)
H (-2.23, 1.64, -1.23)
Cl (-5.21, 1.66, 2.69)
C (-3.66, 1.15, 2.13)
C (-2.51, 1.55, 2.81)
C (-1.33, 1.08, 2.31)
Cl (0.18, 1.62, 2.95)
C (-1.27, 0.17, 1.24)
O (0.00, 0.01, 0.58)
C (-2.38, -0.34, 0.56)
Cl (-2.46, -1.44, -0.39)
C (-3.54, 0.38, 1.02)
H (-2.54, 2.21, 3.67)
H (-4.37, -0.16, 0.56)
N (0.59, -0.21, -2.42)
C (-0.46, -1.22, -2.19)
C (-1.83, -0.83, -3.02)
C (-2.90, -2.03, -3.06)
C (-2.87, -2.16, -1.61)
N (-2.01, -2.51, 0.30)
C (-1.23, -3.54, 0.64)
N (-0.28, -3.09, 1.64)
N (-1.84, -4.73, 1.00)
C (0.03, -2.24, -1.28)
O (-0.51, -3.50, -0.87)
O (1.22, -2.05, -0.77)
H (0.15, 0.61, -2.82)
H (1.26, -0.57, -3.11)
H (-1.38, -1.18, -0.87)
H (-1.58, -0.44, -4.01)
H (-2.36, -0.12, -2.40)
H (-2.54, -2.92, -3.57)
H (-3.90, -1.78, -3.43)
H (-3.15, -3.44, -1.45)
H (-2.63, -0.55, -1.10)
H (-3.60, -1.34, -0.09)
H (0.62, -2.98, 1.18)
H (-0.19, -3.83, 2.33)
H (-2.68, -4.92, 0.46)
H (-1.20, -5.51, 0.88)
C (4.25, -0.88, -1.86)
O (3.15, -0.29, -1.24)
H (3.94, -1.81, -2.36)
H (5.01, -1.13, -1.11)
H (4.68, -0.20, -2.60)


No. 6
Density functional theory data (ωB97M-V/def2-TZVPD) for C25H29Cl5NO6SV as an isolated structure in a non-equilibrium geometry.

Results
multiplicity = 2
<S²> = 0.79
net charge = -1
energy above the lowest of the compared OMol25 structures with the same formula, charge and spin = 2.052 eV
orbital gap (spin up / spin down) = 6.79 / 6.60 eV
LUMO (spin up / spin down) = 0.066 / 0.056 hartree
highest occupied orbital energy (spin up / spin down) = -5.00 / -5.09 eV

Geometry (Å):
V (-0.85, 0.19, 1.63)
C (-0.36, -0.02, -1.75)
C (0.85, -0.67, -1.29)
C (0.49, -1.55, -0.29)
C (-0.94, -1.32, 0.00)
C (-1.44, -0.43, -1.04)
C (-2.91, -0.15, -1.35)
C (-3.38, 1.23, -0.88)
C (-3.81, -1.22, -0.72)
C (-3.11, -0.21, -2.87)
C (1.22, -2.78, 0.28)
C (1.76, -3.62, -0.90)
C (0.21, -3.72, 0.97)
C (2.39, -2.48, 1.27)
C (2.19, -0.29, -1.95)
C (3.43, -0.65, -1.13)
C (2.25, 1.24, -2.12)
C (2.29, -0.93, -3.34)
H (-0.39, 0.69, -2.57)
H (-1.58, -2.09, 0.40)
H (-3.18, 1.40, 0.18)
H (-4.46, 1.33, -1.02)
H (-2.89, 2.03, -1.44)
H (-3.78, -1.21, 0.37)
H (-3.51, -2.22, -1.06)
H (-4.84, -1.05, -1.03)
H (-2.50, 0.54, -3.39)
H (-4.16, -0.03, -3.12)
H (-2.82, -1.19, -3.26)
H (0.96, -3.81, -1.62)
H (2.13, -4.58, -0.53)
H (2.57, -3.13, -1.42)
H (-0.53, -4.09, 0.26)
H (-0.34, -3.27, 1.79)
H (0.75, -4.58, 1.37)
H (2.38, -1.45, 1.61)
H (3.36, -2.67, 0.81)
H (2.33, -3.12, 2.15)
H (3.38, -0.22, -0.13)
H (4.32, -0.24, -1.62)
H (3.58, -1.72, -1.03)
H (2.07, 1.75, -1.18)
H (1.52, 1.61, -2.84)
H (3.24, 1.53, -2.49)
H (2.31, -2.02, -3.28)
H (3.20, -0.60, -3.86)
H (1.43, -0.65, -3.95)
O (-3.02, 2.21, 4.48)
C (-2.57, 1.57, 3.55)
O (-1.41, 1.73, 2.97)
C (-3.37, 0.48, 2.86)
O (-4.54, 0.33, 2.81)
O (-2.48, -0.29, 2.13)
Cl (1.99, 7.01, 2.01)
C (1.47, 5.39, 1.70)
C (1.79, 4.37, 2.58)
Cl (2.72, 4.73, 4.00)
C (1.37, 3.06, 2.33)
Cl (1.86, 1.80, 3.40)
C (0.61, 2.76, 1.22)
O (0.19, 1.51, 0.97)
C (0.30, 3.78, 0.34)
Cl (-0.68, 3.43, -1.04)
C (0.73, 5.09, 0.57)
Cl (0.32, 6.34, -0.55)
O (-0.67, -2.44, 4.46)
S (0.40, -1.65, 3.88)
N (0.13, -0.78, 2.71)


No. 7
Density functional theory data (ωB97M-V/def2-TZVPD) for C25H29ClN4O5Ru as an isolated structure in a non-equilibrium geometry.

Results
multiplicity = 5
<S²> = 6.08
net charge = +4
orbital gap (spin up / spin down) = 6.80 / 3.77 eV
LUMO (spin up / spin down) = -0.479 / -0.590 hartree
highest occupied orbital energy (spin up / spin down) = -19.84 / -19.84 eV

Geometry (Å):
Ru (-0.10, -1.86, 0.56)
O (3.00, -0.61, 2.50)
Cl (1.81, -1.14, 2.02)
O (1.38, -2.36, 2.58)
O (0.71, -0.18, 2.10)
O (1.91, -1.39, 0.54)
C (2.90, 0.97, -2.37)
C (3.37, 1.90, -1.30)
C (4.65, 2.40, -1.33)
C (5.13, 3.21, -0.28)
C (4.28, 3.58, 0.77)
C (2.98, 3.12, 0.84)
C (2.15, 3.49, 2.02)
C (2.48, 2.32, -0.25)
N (1.21, 1.89, -0.28)
C (0.09, 2.43, -0.43)
C (0.00, 3.87, -0.82)
C (-1.23, 1.68, -0.32)
C (-2.41, 2.54, -0.62)
N (-1.43, 0.43, -0.03)
C (-2.74, -0.06, -0.03)
C (-3.65, 0.22, 1.07)
C (-3.17, 0.72, 2.37)
C (-5.01, -0.07, 0.89)
C (-5.45, -0.71, -0.24)
C (-4.54, -1.08, -1.25)
C (-3.17, -0.83, -1.12)
C (-2.19, -1.31, -2.15)
H (3.70, 0.31, -2.69)
H (2.63, 1.54, -3.27)
H (2.03, 0.38, -2.05)
H (5.29, 2.17, -2.17)
H (6.16, 3.53, -0.28)
H (4.64, 4.25, 1.54)
H (2.67, 3.17, 2.93)
H (1.15, 3.08, 2.02)
H (2.12, 4.58, 2.13)
H (0.99, 4.32, -0.86)
H (-0.61, 4.43, -0.11)
H (-0.46, 3.99, -1.80)
H (-2.34, 2.98, -1.61)
H (-2.48, 3.38, 0.08)
H (-3.34, 1.99, -0.56)
H (-2.09, 0.82, 2.44)
H (-3.51, 0.04, 3.17)
H (-3.66, 1.67, 2.64)
H (-5.71, 0.19, 1.68)
H (-6.50, -1.00, -0.32)
H (-4.90, -1.58, -2.14)
H (-2.59, -2.17, -2.69)
H (-1.23, -1.59, -1.69)
H (-2.00, -0.54, -2.90)
O (-2.66, -2.81, 1.17)
N (-1.68, -2.38, 0.87)
C (1.48, -6.34, -0.22)
C (1.62, -5.40, -1.24)
C (1.08, -4.14, -1.05)
N (0.45, -3.83, 0.08)
C (0.30, -4.72, 1.08)
C (0.82, -6.00, 0.95)
H (1.91, -7.33, -0.33)
H (2.12, -5.64, -2.17)
H (1.15, -3.38, -1.82)
H (-0.20, -4.43, 1.99)
H (0.69, -6.70, 1.77)